1.
Formula: C8H10PS3
Source: the OMol25 dataset
Level of theory: wB97M-V/def2-TZVPD

Each line ends with the Löwdin charge.
CARTESIAN COORDINATES (ANGSTROEM)
C 1.1546 3.3001 1.1614  -0.046
C 0.5103 2.4282 2.0258  -0.031
C 1.0427 3.1960 -0.2300  -0.018
C -0.0077 1.2298 1.4750  -0.118
C 0.4831 2.0092 -0.7868  -0.059
C 0.1130 0.9645 0.0994  -0.438
C 0.7097 -2.7885 -1.6730  -0.584
C -0.1154 -3.2912 -0.4789  -0.605
P -0.8156 -0.5629 -0.3830  0.569
S 0.0855 -1.2253 -2.1834  0.682
S -0.0221 -2.0978 0.8197  0.688
S -4.0308 -1.3898 -0.2272  0.449
H 1.5108 4.1765 1.5549  0.088
H 0.3442 2.5252 3.1218  0.134
H 1.3854 4.0053 -0.8557  0.116
H -0.4615 0.4574 2.0644  0.075
H 0.0448 1.9512 -1.7404  0.089
H 1.7846 -2.5686 -1.4514  0.102
H 0.5888 -3.4629 -2.4557  0.061
H -1.0657 -3.5170 -0.8030  0.046
H 0.2503 -4.2306 -0.0143  0.108
H -3.4891 -1.1090 0.9605  -0.308

## Properties
F_max, eV/A: 2.83
Net charge: +1
2S+1: 1
HOMO (spin up / spin down), eV: -12.6 / -12.6

---

2.
Formula: C8H10S
Source: the OMol25 dataset
Level of theory: wB97M-V/def2-TZVPD

Each line ends with the Löwdin charge.
CARTESIAN COORDINATES (ANGSTROEM)
C -0.8512 -0.0066 -2.6905  0.001
C -1.0807 -0.6463 -1.5328  -0.130
C -0.2621 -0.7625 -0.3499  -0.236
C 0.4404 0.0699 0.3500  -0.233
C 0.6246 1.4951 0.1577  -0.259
C 0.2712 2.2449 1.3575  -0.648
S 1.3428 3.1535 2.2011  0.658
C 0.7092 -0.9870 1.4791  -0.130
C -0.1217 -1.9034 0.6495  -0.171
H 0.1454 0.3169 -3.1378  0.084
H -1.5465 -0.2056 -3.5709  0.068
H -1.9672 -1.2133 -1.3531  0.098
H -0.0337 1.6870 -0.6741  0.108
H 1.6540 1.5728 -0.2617  0.141
H -0.7857 2.2080 1.8609  0.099
H 0.2977 -0.6151 2.5384  0.150
H 1.8477 -1.2638 1.4131  0.140
H -1.0963 -2.2360 1.1517  0.129
H 0.4124 -2.9087 0.4117  0.133

## Properties
F_max, eV/A: 3.94
SMILES: C=CC1=C(CC=S)CC1
2S+1: 1
HOMO, eV: -8.7

---

3.
Formula: C8H10S
Source: the OMol25 dataset
Level of theory: wB97M-V/def2-TZVPD

Each line ends with the Löwdin charge.
CARTESIAN COORDINATES (ANGSTROEM)
C -0.6639 -1.5474 0.9949  -0.031
C 0.0688 -1.8971 -0.0398  -0.144
C 0.4728 1.5866 -0.0565  -0.165
C -0.6358 1.0227 1.0148  -0.157
C -1.4807 -0.2990 -0.8419  -0.107
C 0.9744 0.2815 -0.7681  -0.514
C -1.2983 -0.1988 0.6098  -0.206
C -0.0806 -0.7829 -0.9507  -0.229
S 2.3305 -0.3212 0.3441  0.830
H -0.8347 -2.1184 1.8445  0.084
H 0.6986 -2.7113 -0.4505  0.126
H -0.0469 2.2505 -0.6756  0.078
H 1.2581 2.0968 0.4344  0.071
H -0.1332 0.9312 2.0152  0.125
H -1.3532 1.8370 1.0392  0.102
H -2.2771 -1.0245 -1.1739  0.144
H -1.6723 0.7173 -1.1855  0.119
H 1.5406 0.6785 -1.5798  0.083
H 3.1330 -0.5012 -0.5748  -0.209

## Properties
F_max, eV/A: 4.31
2S+1: 3
HOMO (spin up / spin down), eV: -6.6 / -8.8

---

4.
Formula: C8H10SSi
Source: the OMol25 dataset
Level of theory: wB97M-V/def2-TZVPD

Each line ends with the Löwdin charge.
CARTESIAN COORDINATES (ANGSTROEM)
C -1.5416 -0.7591 0.3707  -0.131
C -0.3192 -0.1555 -0.0731  -0.363
C -2.6531 -0.0634 0.0480  -0.609
C -0.6407 1.0967 -0.5936  -0.444
C 1.0758 -0.6713 -0.1153  -0.121
C 2.1417 0.0360 -0.2364  -0.476
C -4.1336 -0.4233 0.2540  -0.107
C 3.5135 -0.5647 0.0086  -0.108
Si 2.1633 1.8853 -0.4789  0.929
S -2.2617 1.3856 -0.7984  0.972
H -1.5701 -1.6402 0.9688  0.103
H 1.0331 -1.6779 0.2366  0.114
H -4.1790 -1.3796 0.7905  0.068
H -4.6564 0.3414 0.7779  0.043
H -4.6190 -0.5603 -0.8277  0.115
H 3.5136 -1.5966 -0.2827  0.077
H 3.6305 -0.3528 1.0786  0.090
H 4.2337 -0.0270 -0.4876  0.021
H 3.2183 2.4600 -1.3426  -0.075
H 2.0509 2.6668 0.7026  -0.099

## Properties
F_max, eV/A: 4.92
2S+1: 1
HOMO (spin up / spin down), eV: -7.5 / -7.5

---

5.
Formula: C8H11AgFI2N2O4
Source: the OMol25 dataset
Level of theory: wB97M-V/def2-TZVPD

Each line ends with the Löwdin charge.
CARTESIAN COORDINATES (ANGSTROEM)
Ag 0.2647 1.6572 -2.1392  0.317
I -1.0535 -0.0831 -4.0749  -0.061
I -0.4454 4.2711 -2.9499  -0.082
C -4.0129 1.8326 -0.1348  0.062
N -2.5538 2.0306 0.0260  -0.406
O -1.8017 1.3658 -0.6495  -0.051
O -2.1581 2.8171 0.9118  0.032
H -4.5059 2.8043 -0.1624  0.105
H -4.2580 1.2674 0.7644  0.110
H -4.1807 1.3199 -1.0820  0.105
C 0.8631 3.1789 2.1314  0.052
N 1.1061 2.1090 1.1722  -0.380
O 0.8481 2.3762 0.0122  -0.079
O 1.6074 1.0009 1.5045  0.055
H -0.1611 3.0584 2.4842  0.097
H 1.0300 4.0988 1.5710  0.115
H 1.5542 3.0263 2.9605  0.105
F 1.1964 -0.5191 -0.8810  -0.038
C 1.4251 -1.8364 -0.6101  -0.193
C 0.9167 -2.8749 -1.5031  0.000
C 1.0132 -4.1814 -1.0469  -0.092
C 1.5862 -4.4726 0.1892  -0.124
C 2.0876 -3.5323 1.0223  -0.111
C 2.0421 -2.2075 0.6395  -0.010
H 0.3328 -2.6942 -2.3935  0.067
H 0.7892 -5.0677 -1.6219  0.104
H 1.6608 -5.5020 0.5071  0.101
H 2.4635 -3.7896 2.0015  0.109
H 2.3441 -1.4535 1.3514  0.094

## Properties
F_max, eV/A: 3.73
2S+1: 2
HOMO (spin up / spin down), eV: -9.0 / -8.4

---

6.
Formula: C8H11AsCoN6OS4
Source: the OMol25 dataset
Level of theory: wB97M-V/def2-TZVPD

Each line ends with the Löwdin charge.
CARTESIAN COORDINATES (ANGSTROEM)
Co 0.7523 -1.0652 -0.3975  -0.089
S 3.9605 -1.6476 3.2129  -0.278
As 2.7799 -0.4640 1.9221  -0.494
S 3.0067 -1.0045 -0.2140  0.014
S 0.6244 -1.0039 1.9410  0.005
S 2.9990 1.6577 2.1854  -0.155
C 1.3585 3.6850 -1.0862  -0.057
N 0.6569 3.1930 0.0850  -0.190
C 0.6199 3.9795 1.3099  -0.095
C 0.4958 1.8610 0.1814  -0.408
O 0.6178 1.1139 -0.7929  -0.106
H 1.4288 4.7702 -1.0302  0.072
H 0.8245 3.4059 -1.9945  0.078
H 2.3621 3.2534 -1.1350  0.097
H 0.9854 4.9830 1.0981  0.072
H 1.2585 3.5183 2.0681  -0.006
H -0.4026 4.0627 1.6863  0.078
H 0.1982 1.4797 1.1651  0.063
N -1.8889 -2.1532 -0.0085  0.015
C -3.2130 -1.9741 0.0992  -0.098
C -3.4742 -0.6932 -0.3378  -0.076
C -2.2151 -0.1693 -0.6796  -0.128
N -1.2705 -1.0722 -0.4777  -0.073
H -1.3150 -2.9449 0.2413  0.133
H -3.8535 -2.7599 0.4611  0.112
H -4.4325 -0.2072 -0.3989  0.080
H -1.9406 0.8005 -1.0582  0.104
N -1.8137 -6.3307 -2.0069  0.029
C -0.7762 -5.8462 -1.8006  -0.474
N 0.4436 -5.3826 -1.5892  0.029
C 0.5469 -4.0956 -1.3966  -0.344
N 0.6761 -2.9496 -1.2527  0.090

## Properties
F_max, eV/A: 0.27
Net charge: -2
2S+1: 2
HOMO (spin up / spin down), eV: -1.1 / -1.1

---

7.
Formula: C8H11AuNO2
Source: the OMol25 dataset
Level of theory: wB97M-V/def2-TZVPD

Each line ends with the Löwdin charge.
CARTESIAN COORDINATES (ANGSTROEM)
C 1.5426 -2.0908 -2.0691  -0.168
C 1.0989 -2.6716 -0.8661  -0.146
C 1.7123 -1.9541 0.2443  -0.377
C 2.6054 -0.9260 -0.3742  -0.291
C 2.4141 -0.9975 -1.7822  -0.126
Au 0.9852 -0.0730 0.9670  0.789
N -2.2539 1.6263 -0.1731  -0.086
C -3.6396 1.4378 -0.1882  -0.239
C -2.6694 0.3297 0.3672  -0.182
H 1.8880 -2.4316 1.2080  0.049
H 0.4736 -3.5624 -0.7676  0.084
H 3.4097 -0.3786 0.1287  0.072
H 2.9087 -0.3681 -2.5259  0.091
H 1.3240 -2.4693 -3.0736  0.073
H -2.5124 -0.5254 -0.2943  0.077
H -4.0673 1.2052 -1.1647  0.078
H -1.9498 2.2998 0.5440  0.081
H -2.6298 0.1829 1.4558  0.080
H -4.2360 1.9713 0.5664  0.088
O -0.0873 1.5253 1.9686  -0.312
C 0.9058 2.3776 1.9578  -0.575
O 1.9366 2.2376 1.2440  -0.160
H 0.8407 3.2549 2.6272  0.102

## Properties
F_max, eV/A: 3.13
Net charge: -1
2S+1: 3
HOMO (spin up / spin down), eV: 0.3 / -4.5

---

8.
Formula: C8H11BrNO3S
Source: the OMol25 dataset
Level of theory: wB97M-V/def2-TZVPD

Each line ends with the Löwdin charge.
CARTESIAN COORDINATES (ANGSTROEM)
O -2.2595 -4.1116 4.3734  0.187
C -2.6273 -3.7545 3.3052  -0.440
O -3.8444 -4.2133 2.7944  0.099
C -1.8727 -2.7414 2.3881  -0.036
C -1.8645 -3.0560 0.9420  0.069
C -1.2097 -2.1106 0.0674  -0.071
N -0.6307 -0.9809 0.5865  -0.468
Br 0.1429 0.2044 -0.6543  0.966
C -0.5787 -0.6653 1.9179  -0.055
C -1.2067 -1.5474 2.8791  0.075
H -4.1485 -3.4881 2.2112  0.119
H -2.3385 -3.9760 0.5364  0.144
H -1.1803 -2.2920 -1.0322  0.139
H -0.0837 0.2774 2.2283  0.139
H -1.1903 -1.3310 3.9706  0.148
C 3.0957 2.5115 -1.8100  -0.271
S 1.5280 3.2931 -2.2385  0.782
O 0.7356 2.2968 -3.0272  -0.597
C 2.2307 4.4772 -3.3974  -0.256
H 2.8957 1.6985 -1.1119  0.019
H 3.5689 2.1118 -2.7077  0.066
H 3.7484 3.2441 -1.3343  0.060
H 2.7601 3.9499 -4.1917  0.065
H 2.9121 5.1431 -2.8671  0.060
H 1.4173 5.0600 -3.8281  0.057

## Properties
F_max, eV/A: 2.89
Net charge: +1
2S+1: 1
HOMO, eV: -11.8

---

9.
Formula: C8H11BrO2S
Source: the OMol25 dataset
Level of theory: wB97M-V/def2-TZVPD

Each line ends with the Löwdin charge.
CARTESIAN COORDINATES (ANGSTROEM)
C -0.8537 -0.3712 1.0367  -0.487
C 1.2494 -1.0288 -0.0450  -0.406
C -0.3769 0.7214 1.6670  -0.309
C 2.0418 -0.0182 0.4039  -0.869
C 0.0393 -1.4831 0.6590  -0.192
C -2.2484 -0.4988 0.5691  -0.079
C 1.5208 -1.9350 -1.1542  -0.079
C -0.7911 2.6362 -0.3741  -0.429
O 0.3801 2.6674 -0.4985  0.018
O -1.5900 2.4759 -1.4377  0.074
S 1.3879 0.8541 1.7531  0.969
Br 3.4985 0.8277 -0.5963  0.681
H 0.2933 -2.0162 1.5984  0.141
H -0.5603 -2.3067 0.0185  0.159
H -2.2794 -0.5967 -0.5714  0.118
H -2.6768 0.4388 0.8948  0.062
H -2.6746 -1.2327 1.2469  0.084
H 0.9486 -1.7078 -2.0927  0.107
H 1.1705 -2.9377 -0.9317  0.081
H 2.5545 -1.6698 -1.5718  0.079
H -1.4199 2.8185 0.5541  0.151
H 1.5104 2.1028 1.1266  0.007
H -1.1240 2.2599 -2.2547  0.119

## Properties
F_max, eV/A: 3.88
2S+1: 1
HOMO, eV: -7.8

---

10.
Formula: C8H11Cl2N
Source: the OMol25 dataset
Level of theory: wB97M-V/def2-TZVPD

Each line ends with the Löwdin charge.
CARTESIAN COORDINATES (ANGSTROEM)
C -2.1159 1.3830 -0.6282  -0.339
C 1.4713 -0.6114 -0.3793  -0.196
C 0.7893 0.3209 0.3290  -0.132
C -0.8769 1.0098 2.0931  -0.105
C -1.6031 -0.8692 -1.5798  -0.113
C 2.6925 -0.3064 -1.1525  -0.562
C -0.3282 0.0280 1.1245  -0.161
C -2.1748 0.0024 -0.5174  -0.734
N -1.9867 2.5269 -0.6828  0.174
Cl 4.0987 -1.1536 -0.3868  0.526
Cl -3.4787 -0.6263 0.4448  0.690
H 1.2042 -1.6566 -0.3000  0.113
H 1.0909 1.3584 0.2613  0.128
H -1.9129 0.7812 2.3367  0.058
H -0.8164 2.0240 1.7006  0.072
H -0.3065 0.9689 3.0233  0.090
H -0.5281 -0.6759 -1.6799  0.058
H -1.7532 -1.9167 -1.3302  0.079
H -2.0640 -0.6705 -2.5501  0.091
H 2.9267 0.7581 -1.1411  0.075
H 2.6528 -0.6785 -2.1759  0.073
H -0.5591 -1.0133 1.3049  0.116

## Properties
F_max, eV/A: 1.96
2S+1: 1
HOMO (spin up / spin down), eV: -8.3 / -8.0